# 1
DFT (the ωB97M-V functional and the def2-TZVPD basis) results for 10 unconnected molecules or ions with the total composition C25H66ClFO12S at a distorted geometry.

Last column: Mulliken charge in e.
Element x y z (Å)
Cl 7.257225 1.244565 -1.217909  -0.191
S 5.115095 -0.593423 0.740020  1.401
F 0.250333 1.541748 -0.068200  -0.326
O 5.504439 -0.183963 2.040929  -0.746
O -6.823512 1.364588 0.691900  -0.373
O -0.031517 -1.159106 -3.407913  -0.342
O 4.621577 -4.346795 -0.377318  -0.494
O 1.816076 -0.667719 5.887586  -0.555
O 3.734833 -2.006647 -4.818370  -0.356
O 4.208510 -1.693330 0.692846  -0.695
O 6.378882 -1.028365 -0.148227  -0.391
O -1.538191 -0.602991 1.301284  -0.447
O 2.384544 4.281809 0.058377  -0.480
O -3.293749 2.671842 4.555976  -0.480
O -5.279661 -1.419451 -0.080265  -0.469
C -2.589855 -0.109260 2.124507  -0.211
C 4.316340 0.739225 -0.114636  -1.525
C 5.258625 -0.350164 -2.217086  -1.171
C 2.801616 -0.562842 -1.772068  -1.183
C 3.789755 -5.358592 0.170641  -0.199
C 2.623033 -1.587865 -6.944045  -0.944
C 6.516402 -0.384232 -1.398691  -0.017
C -7.836514 2.498218 -1.211760  -1.097
C -0.527482 -2.164626 -4.289370  -0.319
C 4.042260 0.328365 -1.561597  0.679
C 1.114606 1.199830 -1.109431  -0.369
C 1.053487 6.175695 0.800881  -1.241
C -3.286578 1.085186 1.505141  -0.691
C -4.565575 2.315174 5.091314  -0.056
C 2.350220 -5.217032 -0.293074  -0.881
C 4.094256 -0.259449 5.102930  -0.752
C -4.563862 2.323788 6.608824  -1.161
C -6.546472 -1.780902 0.476548  -0.401
C -7.114593 2.633960 0.116653  -0.250
C -1.396009 -1.577450 -5.386236  -1.148
C 2.625090 -0.376622 4.746526  -0.041
C 3.902124 -1.483980 -6.134457  -0.290
C 1.583304 -0.221838 -0.938770  -1.122
C -6.509249 -1.753206 1.992166  -0.872
C 1.050837 4.757962 0.260136  -0.052
H -1.088263 -2.907614 -3.713525  0.329
H -4.281052 3.308419 6.981737  0.281
H -7.221344 1.951011 -1.929870  0.330
H 1.974722 1.859640 -1.123121  0.297
H -7.482058 -2.008801 2.413961  0.371
H 2.546127 -0.513349 -2.826018  0.608
H 7.262504 -0.955457 -1.925529  0.454
H -6.254965 0.885808 0.074779  0.151
H 2.465981 -1.189486 4.040372  0.183
H -0.793337 -0.721620 -3.009552  0.220
H -5.275946 3.044180 4.705362  0.305
H 3.868407 1.248022 -2.107070  0.598
H -3.839711 1.604228 6.997885  0.338
H 0.543830 4.711739 -0.701785  0.282
H -4.855324 1.327130 4.715757  0.153
H 5.500105 0.160184 -3.139802  0.383
H -6.833040 -2.773973 0.114334  0.327
H 5.019370 -1.366647 -2.505728  0.299
H 2.297950 -5.260030 -1.382105  0.206
H -3.290583 -0.932995 2.260038  0.174
H -8.765037 1.941084 -1.083339  0.262
H -7.736149 3.164757 0.836112  0.303
H -6.226214 -0.759896 2.341319  0.122
H 1.937125 0.047989 6.520831  0.300
H -5.547862 2.068269 7.004198  0.350
H -4.627107 -2.053004 0.238498  0.276
H 0.036556 6.542223 0.945478  0.362
H 3.438728 0.981715 0.466693  0.668
H -0.834686 -0.840438 -5.961834  0.278
H 4.966118 1.601116 -0.102383  0.499
H 2.753389 -1.167017 -7.941767  0.379
H 1.940068 -4.253597 0.018651  0.180
H 1.813670 -1.056332 -6.441645  0.121
H -0.904217 0.112995 1.180028  0.187
H 4.202647 -6.313739 -0.153528  0.298
H -6.183939 3.197699 -0.011706  0.256
H -2.181631 0.156835 3.107020  0.183
H 3.841532 -5.320660 1.264778  0.255
H 2.270608 0.551128 4.281619  0.206
H 0.540737 1.262832 -2.029107  0.322
H 3.083412 -1.586696 -1.570696  0.191
H -4.098177 1.436135 2.142736  0.179
H -5.770427 -2.463836 2.372629  0.370
H 4.449368 -1.182879 5.561066  0.264
H 0.798556 -0.916931 -1.203019  0.747
H 4.195028 -0.441572 -6.016998  0.268
H 4.252394 0.546219 5.825806  0.370
H 0.347222 -2.654708 -4.714917  0.211
H 1.721887 -6.008434 0.119653  0.380
H -2.651003 2.027675 4.873640  0.276
H -3.695729 0.821807 0.528850  0.173
H -1.751390 -2.354592 -6.064093  0.356
H 2.834294 4.309621 0.909980  0.273
H 4.718868 -2.012357 -6.637103  0.310
H 1.820384 -0.414811 0.105267  0.505
H 1.575140 6.221611 1.759637  0.359
H 1.572831 6.843917 0.113410  0.301
H 2.316720 -2.631559 -7.048624  0.317
H -2.585170 1.909186 1.354051  0.434
H 3.486725 -2.934495 -4.898013  0.226
H -7.271683 -1.061792 0.103766  0.307
H 0.534772 4.083373 0.949288  0.201
H 4.269944 -3.494459 -0.084117  0.284
H -8.070606 3.476389 -1.634417  0.377
H 4.692551 -0.053547 4.216715  0.103
H -2.264270 -1.069723 -4.960289  0.384

Atoms 1-2, force components in eV/Å:
0.1 0.1 0.1
-1.3 -0.1 0.7

Summary:
Largest force on an atom = 1.4 eV/A
Spin multiplicity = 1
LUMO energy = 0.43 eV
Kohn-Sham gap = 0.3709 Eh
Total charge = 0
SMILES = O=S1(=O)C[C@H](CCCF)C[C@@H](Cl)O1.CCO.CCO.CCO.CCO.CCO.CCO.CCO.CCO.CCO

=====

# 2
DFT (the ωB97M-V functional and the def2-TZVPD basis) results for 4 unconnected molecules or ions with the total composition C25H66N7O6 at a distorted geometry.

Last column: Mulliken charge in e.
Element x y z (Å)
O -0.451524 -7.351602 -7.158578  -0.324
O -6.012887 7.966736 3.610157  -0.329
O 1.323756 -7.759800 -3.024802  -0.363
O 1.537145 -5.946120 1.075421  -0.369
O 1.192874 -1.617567 -0.086135  -0.363
O -2.857754 6.748331 0.626004  -0.411
N -2.705694 2.235781 2.133034  -0.548
N -1.673575 4.081051 3.199542  -0.680
N 1.716683 -4.430047 -1.518502  -0.156
N -1.580249 1.924318 4.215373  -0.693
N 0.385242 1.055134 2.299481  -0.124
N -3.539148 9.262133 2.486822  -0.320
N 1.972780 -6.237445 -5.763161  -0.278
C 1.930066 -3.057905 -1.983304  -1.005
C -2.638373 9.123662 1.338570  -0.797
C -5.858847 9.354723 3.328117  -0.808
C 1.849916 0.936927 1.927468  -0.048
C 0.186516 -6.313141 0.850221  -0.663
C -4.922783 9.580936 2.144466  -0.152
C 0.814706 -7.108724 -7.763138  -0.804
C 2.828818 -4.997280 -0.759831  -0.309
C -1.217128 -6.184152 -6.922687  -0.660
C -0.163277 2.436967 2.177695  -1.368
C 2.267970 -1.976106 -0.952692  -0.512
C 0.958655 -2.529432 0.979034  -0.541
C -2.987050 8.111215 0.242471  -0.445
C 0.149843 -8.027753 -3.772610  -0.530
C 1.953916 -7.299414 -6.765732  -0.153
C 5.136842 2.296799 2.927190  -1.641
C -5.345348 7.533479 4.781269  -0.675
C 3.609025 2.668726 2.957434  0.668
C 2.803052 -6.516240 -4.587715  -0.361
C 3.256377 3.625162 1.775232  -1.496
C 2.530942 -7.783193 -3.769636  -0.649
C 2.411489 -6.258012 -0.006809  -0.685
C -3.932155 6.236026 1.397811  -0.226
C 2.741846 1.373471 3.123811  -1.068
C -1.557056 2.618747 2.923797  0.986
H -2.517700 10.109740 0.878963  0.416
H -5.294182 8.962032 1.320918  0.132
H 0.107580 -7.324334 0.446157  0.321
H -4.897201 6.642570 1.089462  0.309
H -2.595687 1.341336 1.675566  0.222
H 3.325968 -7.850020 -3.021788  0.384
H -2.970530 2.969930 1.489813  0.211
H -0.314436 -5.608797 0.177747  0.279
H -4.982664 10.628190 1.835367  0.406
H -3.755825 6.418036 2.458444  0.105
H -5.531481 9.915296 4.207871  0.387
H 5.352413 1.772275 3.877581  0.435
H -0.622968 1.962604 4.561753  0.221
H 3.851375 -6.522897 -4.905347  0.394
H 2.496953 -1.066975 -1.514228  0.437
H 0.858587 -6.122883 -8.234260  0.395
H -0.370706 2.603925 1.105990  0.199
H -2.240625 -6.496271 -6.714059  0.235
H 2.715952 -3.072169 -2.745217  0.424
H -1.225582 4.561791 2.417485  0.258
H 5.683046 3.257885 2.931438  0.410
H 2.682299 -5.660341 -3.917370  0.007
H -0.330271 -6.279971 1.809872  0.237
H -5.522312 8.212144 5.618790  0.335
H 3.310399 -6.693864 0.435515  0.426
H 1.884610 -2.957782 1.368747  0.337
H -4.268557 7.428086 4.613787  0.257
H -2.187341 2.459361 4.827606  0.378
H 3.439869 0.537470 3.327158  0.541
H -0.852448 -5.634904 -6.048833  0.246
H 3.168787 -2.205026 -0.373986  0.418
H 0.274403 -3.316983 0.666341  0.147
H 0.465560 -1.984362 1.791073  0.325
H 0.316780 -8.775898 -4.550105  0.305
H 1.820229 -8.287507 -6.313273  0.151
H -0.605043 -8.411985 -3.084799  0.324
H 0.883552 -4.442310 -0.947968  0.081
H 1.979268 -7.000942 -0.682463  0.220
H 1.008777 -2.757764 -2.489206  0.384
H 3.642911 -5.242831 -1.448319  0.388
H -1.662492 8.846359 1.746101  0.374
H 1.994185 -0.150938 1.789722  -0.145
H 5.400078 1.658417 2.069904  0.385
H -2.257740 8.251825 -0.558709  0.338
H -1.066999 4.245594 3.999463  0.308
H -1.223999 -5.525524 -7.794398  0.333
H -3.958624 5.153476 1.259008  0.007
H 3.981092 3.435608 0.956435  0.388
H -0.136978 0.432630 1.676394  0.431
H 2.247669 3.517889 1.350756  0.376
H 0.931163 -7.858329 -8.549026  0.402
H -0.247979 -7.107166 -4.202842  0.081
H 2.075856 1.393250 0.955042  0.548
H 1.030376 -6.062702 -5.445220  0.066
H -3.966609 8.293150 -0.210251  0.352
H -5.737813 6.550012 5.041064  0.232
H 3.215350 -4.293827 -0.013304  0.204
H 0.516578 3.185579 2.608928  0.434
H 2.150338 1.472169 4.062573  0.303
H 3.451954 4.661327 2.105340  0.360
H -3.516100 8.397789 3.008374  0.101
H 2.905489 -7.299182 -7.305050  0.377
H -6.847042 9.724973 3.046727  0.401
H 2.602205 -8.700328 -4.363082  0.427
H 3.495116 3.257560 3.890899  0.227
H 0.325552 0.678140 3.247837  0.507

Atoms 1-2, force components in eV/Å:
0.0 0.4 -0.1
0.2 0.1 0.3

Summary:
Largest force on an atom = 1.6 eV/A
Spin multiplicity = 1
LUMO energy = -2.64 eV
Kohn-Sham gap = 0.2706 Eh
Total charge = +1